Molecular formula: C6H6NS
Method: DFT, ωB97M-V/def2-TZVPD

As for the relative energy (zero: lowest compared OMol25 entry of this formula, charge and spin): 1.715 eV. The max |F| is 0.095 hartree/bohr. The value obtained for the HOMO-LUMO gap is 8.41 eV. As for the total energy: -684.75959 Eh. The molar mass is 124.19 g mol⁻¹. The calculation puts the highest occupied orbital energy at -0.519 Eh.

```
! wB97M-V def2-TZVPD RIJCOSX def2/J DEFGRID3
* xyz 1 1
C 0.615 1.678 2.534
C 0.157 0.610 2.228
C -0.267 -1.217 -1.318
C -0.179 -0.786 -2.653
C 0.079 0.988 -0.980
C -0.327 -0.554 1.622
N -0.214 -0.161 -0.480
S 0.216 0.926 -2.666
H 0.946 2.479 2.977
H -0.405 -2.253 -0.861
H -0.164 -1.424 -3.603
H 0.498 1.838 -0.410
H -1.324 -0.704 1.875
H 0.368 -1.420 1.734
*
```


Molecular formula: C22H24ClI2OPRuSb
Method: DFT, ωB97M-V/def2-TZVPD

The max |F| is 0.236 hartree/bohr. The value obtained for the HOMO-LUMO gap (alpha / beta) is 4.53 / 3.89 eV. As for the total energy: -2658.64055 Eh. The molar mass is 847.50 g mol⁻¹. The calculation puts the highest occupied orbital energy (alpha / beta) at -0.623 / -0.620 Eh.

```
! wB97M-V def2-TZVPD RIJCOSX def2/J DEFGRID3
* xyz 3 5
I -3.112 -2.401 -2.774
I -3.232 2.541 -2.388
Ru 1.097 0.214 -2.104
P 0.366 0.079 -4.349
C -1.455 0.028 -4.934
C 1.207 1.540 -4.919
H 2.102 -1.452 -4.227
H 1.417 -1.576 -5.938
H 0.579 -2.329 -4.458
C 1.177 -1.459 -4.831
H 2.150 1.548 -4.346
H 1.422 1.540 -6.014
H -1.527 0.019 -6.072
H -2.005 0.932 -4.538
H 0.639 2.445 -4.631
H -1.980 -0.888 -4.527
C -0.826 0.002 -2.065
O -1.984 -0.237 -1.215
Cl 3.347 0.326 -1.792
C 4.167 -0.535 3.668
C 4.041 -1.256 2.420
C 2.965 -1.084 1.504
C 1.965 -0.117 1.837
C 2.101 0.718 2.965
C 3.211 0.504 3.840
Sb 0.226 -0.021 0.446
C -1.133 -1.533 1.644
C -2.437 -1.767 1.196
C -3.099 -2.964 1.596
C -2.491 -3.957 2.384
C -1.207 -3.649 2.873
C -0.479 -2.459 2.520
C -0.626 1.775 1.471
C -1.921 1.731 2.094
C -2.453 2.948 2.601
C -1.797 4.192 2.505
C -0.539 4.169 1.842
C 0.003 2.998 1.248
H 4.983 -0.713 4.434
H 4.844 -1.969 2.081
H 2.973 -1.671 0.532
H 1.386 1.551 3.174
H 3.382 1.221 4.658
H -2.930 -1.183 0.408
H -4.080 -3.162 1.162
H -2.944 -4.976 2.502
H -0.671 -4.420 3.473
H 0.576 -2.340 2.834
H -2.530 0.802 2.124
H -3.492 2.925 3.006
H -2.280 5.136 2.830
H 0.020 5.091 1.711
H 0.882 3.146 0.540
*
```


Molecular formula: C34H51BaCl3N10O6P2S7
Method: DFT, ωB97M-V/def2-TZVPD

As for the relative energy (zero: lowest compared OMol25 entry of this formula, charge and spin): 5.668 eV. The max |F| is 0.076 hartree/bohr. The value obtained for the HOMO-LUMO gap is 4.65 eV. As for the total energy: -7201.52905 Eh. The molar mass is 1225.95 g mol⁻¹. The calculation puts the highest occupied orbital energy at -0.049 Eh.

```
! wB97M-V def2-TZVPD RIJCOSX def2/J DEFGRID3
* xyz -2 1
Ba -0.845 1.027 0.400
C -1.479 -3.862 -0.850
C -1.288 -2.519 -0.213
N -0.910 -1.481 -0.869
N -0.473 -1.716 -2.141
C -0.606 -0.812 -3.063
N 0.244 -0.990 -4.150
S -1.785 0.445 -3.206
C -1.383 -2.451 1.278
C -1.891 -3.618 2.112
C -3.144 -3.163 2.821
C -2.817 -2.456 3.900
C -1.322 -2.399 3.995
N -0.901 -1.401 1.828
H -0.644 -4.516 -0.578
H -1.496 -3.752 -1.930
H -2.406 -4.331 -0.511
H 1.124 -1.412 -3.886
H 0.328 -0.162 -4.716
H -1.969 -4.536 1.539
H -4.153 -3.420 2.518
H -3.507 -2.013 4.609
H -0.880 -2.225 4.972
C -1.952 3.677 -3.789
N -3.055 3.440 -2.864
C -4.385 3.481 -3.437
P -2.798 3.146 -1.290
O -1.378 2.894 -0.974
O -3.782 1.844 -0.924
P -4.054 0.814 0.274
O -2.971 0.767 1.289
N -4.344 -0.589 -0.509
C -4.735 -0.706 -1.910
C -4.896 -1.636 0.346
N -5.428 1.303 1.041
C -5.501 1.557 2.469
C -6.592 1.685 0.266
N -3.604 4.334 -0.480
C -3.294 5.718 -0.888
C -3.722 4.254 0.987
H -1.990 2.961 -4.610
H -1.004 3.542 -3.276
H -2.018 4.702 -4.176
H -4.509 2.672 -4.163
H -4.550 4.438 -3.945
H -5.138 3.376 -2.658
H -5.814 -0.533 -2.040
H -4.505 -1.721 -2.239
H -4.145 -0.035 -2.524
H -4.605 -1.480 1.384
H -5.991 -1.667 0.279
H -4.490 -2.601 0.035
H -4.556 1.296 2.938
H -6.299 0.954 2.916
H -5.710 2.614 2.668
H -6.453 1.430 -0.785
H -6.766 2.765 0.329
H -7.486 1.167 0.627
H -3.034 5.758 -1.944
H -2.461 6.104 -0.296
H -4.185 6.332 -0.729
H -3.792 3.224 1.326
H -4.634 4.778 1.291
H -2.856 4.722 1.461
S 1.692 1.431 1.966
S 1.338 3.075 3.187
S -0.487 3.908 2.720
S -0.297 5.538 1.451
O 1.933 -3.467 -0.396
S 2.583 -2.362 0.362
C 4.324 -2.473 -0.150
C 5.373 -1.949 0.592
C 6.677 -2.138 0.156
C 6.934 -2.822 -1.027
C 5.876 -3.326 -1.770
C 4.570 -3.157 -1.330
C 2.959 -2.926 2.026
C 3.297 -4.254 2.228
C 3.622 -4.676 3.504
C 3.611 -3.768 4.560
C 3.264 -2.445 4.341
C 2.923 -2.013 3.062
H 5.174 -1.427 1.521
H 7.500 -1.760 0.751
H 7.955 -2.968 -1.360
H 6.065 -3.858 -2.695
H 3.726 -3.560 -1.877
H 3.269 -4.942 1.390
H 3.862 -5.717 3.686
H 3.846 -4.107 5.563
H 3.222 -1.744 5.167
H 2.607 -0.989 2.887
S 3.753 0.814 -2.063
C 4.692 1.651 -0.940
N 6.030 1.426 -0.836
C 6.841 1.869 0.292
C 5.949 2.251 1.460
C 4.895 3.214 0.950
N 4.173 2.602 -0.157
H 6.330 0.625 -1.366
H 7.450 2.733 0.001
H 7.523 1.064 0.562
H 6.539 2.700 2.261
H 5.444 1.366 1.855
H 5.364 4.149 0.621
H 4.161 3.452 1.716
H 3.164 2.545 -0.031
Cl -2.741 -5.429 4.897
C -1.111 -5.018 4.208
Cl -0.637 -6.440 3.230
Cl -0.005 -4.908 5.609
C -0.831 -3.701 3.282
O 0.405 -3.756 2.938
O -0.857 -1.278 3.193
*
```


Molecular formula: C21H46IN2O3P2
Method: DFT, ωB97M-V/def2-TZVPD

As for the relative energy (zero: lowest compared OMol25 entry of this formula, charge and spin): 0.000 eV. The max |F| is 0.023 hartree/bohr. The value obtained for the HOMO-LUMO gap (alpha / beta) is 5.64 / 6.76 eV. As for the total energy: -2143.02895 Eh. The molar mass is 563.46 g mol⁻¹. The calculation puts the highest occupied orbital energy (alpha / beta) at -0.366 / -0.407 Eh.

```
! wB97M-V def2-TZVPD RIJCOSX def2/J DEFGRID3
* xyz 1 3
C -2.810 -1.797 -1.268
C -1.966 -1.566 -2.523
C -2.312 -0.250 -3.243
P -1.282 1.169 -2.800
I -2.638 2.977 -2.053
P 0.152 0.711 -1.173
O 1.177 -0.204 -1.680
H -3.820 -1.414 -1.389
H -2.826 -2.851 -1.011
H -2.371 -1.278 -0.416
H -2.118 -2.379 -3.226
H -0.913 -1.601 -2.252
H -3.342 0.026 -3.027
H -2.240 -0.346 -4.325
H -0.559 1.567 -3.924
H -0.729 0.167 -0.230
H 0.559 1.965 -0.697
C -0.691 -3.066 4.705
C -1.479 -3.178 3.382
C -2.343 -1.937 3.166
C -3.567 -1.861 4.076
C -4.384 -3.152 3.986
C -3.557 -4.413 4.242
N -2.347 -4.392 3.358
O -2.613 -4.763 2.162
C -3.178 -4.515 5.725
C -4.374 -5.652 3.911
C -0.448 -3.281 2.269
H -0.510 -4.048 5.138
H 0.281 -2.610 4.521
H -1.190 -2.449 5.450
H -2.682 -1.926 2.123
H -1.715 -1.052 3.304
H -3.268 -1.663 5.108
H -4.192 -1.017 3.777
H -5.212 -3.130 4.696
H -4.826 -3.220 2.987
H -2.494 -5.347 5.892
H -4.080 -4.701 6.307
H -2.725 -3.614 6.130
H -4.765 -5.626 2.898
H -5.216 -5.710 4.601
H -3.774 -6.555 4.024
H 0.169 -4.174 2.374
H 0.210 -2.413 2.325
H -0.894 -3.295 1.276
C 4.249 5.741 -2.789
C 3.444 4.758 -1.915
C 4.380 3.860 -1.104
C 5.091 2.790 -1.933
C 4.088 1.974 -2.748
C 3.183 2.848 -3.618
N 2.550 3.898 -2.756
O 1.545 3.441 -2.098
C 3.973 3.437 -4.793
C 2.053 2.023 -4.198
C 2.579 5.586 -0.976
H 3.712 5.990 -3.704
H 4.406 6.671 -2.246
H 5.233 5.366 -3.060
H 3.799 3.366 -0.318
H 5.109 4.497 -0.600
H 5.839 3.241 -2.589
H 5.638 2.125 -1.266
H 4.604 1.261 -3.393
H 3.468 1.385 -2.064
H 3.367 4.152 -5.350
H 4.248 2.630 -5.472
H 4.895 3.927 -4.498
H 1.530 1.589 -3.357
H 2.429 1.242 -4.856
H 1.362 2.654 -4.763
H 1.871 6.200 -1.534
H 3.229 6.245 -0.403
H 2.023 4.967 -0.277
*
```


Molecular formula: ClHNP
Method: DFT, ωB97M-V/def2-TZVPD

As for the relative energy (zero: lowest compared OMol25 entry of this formula, charge and spin): 0.000 eV. The max |F| is 0.106 hartree/bohr. The value obtained for the HOMO-LUMO gap (alpha / beta) is 6.85 / 6.93 eV. As for the total energy: -856.72553 Eh. The molar mass is 81.44 g mol⁻¹. The calculation puts the highest occupied orbital energy (alpha / beta) at -0.287 / -0.418 Eh.

```
! wB97M-V def2-TZVPD RIJCOSX def2/J DEFGRID3
* xyz 0 3
N -0.446 -0.063 0.749
P -1.779 -0.599 0.305
Cl 1.395 0.566 -1.144
H 0.830 0.096 0.089
*
```


Molecular formula: C32H22F9MnN2O11P3S
Method: DFT, ωB97M-V/def2-TZVPD

As for the relative energy (zero: lowest compared OMol25 entry of this formula, charge and spin): 0.472 eV. The max |F| is 0.008 hartree/bohr. The value obtained for the HOMO-LUMO gap (alpha / beta) is 6.53 / 6.83 eV. As for the total energy: -5642.52822 Eh. The molar mass is 961.44 g mol⁻¹. The calculation puts the highest occupied orbital energy (alpha / beta) at -0.095 / -0.106 Eh.

```
! wB97M-V def2-TZVPD RIJCOSX def2/J DEFGRID3
* xyz -2 6
Mn 0.698 0.260 0.707
O -0.886 6.037 0.123
C 0.375 6.013 0.508
O 1.018 7.027 0.692
C 0.981 4.673 0.697
C 2.291 4.450 1.066
N 2.459 3.117 1.116
N 1.346 2.466 0.801
C 0.436 3.376 0.537
C -0.896 2.867 0.069
O -1.793 3.711 -0.161
O -0.977 1.624 -0.077
H -1.266 5.098 -0.005
H 3.080 5.150 1.280
H 3.298 2.573 1.251
O 2.737 -0.909 1.819
P 3.430 -0.836 0.343
O 4.897 -0.925 0.378
O 2.726 0.351 -0.271
O 2.823 -2.196 -0.349
P 1.308 -2.667 -0.041
O 1.096 -3.825 -1.146
O 1.255 -3.247 1.329
O 0.367 -1.547 -0.412
H 2.388 -1.790 2.065
H 1.415 -4.653 -0.769
S -0.485 0.290 2.893
C 0.687 -0.285 4.081
C 0.642 -1.599 4.555
C 1.557 -2.056 5.492
C 2.543 -1.212 5.987
C 2.599 0.098 5.526
C 1.685 0.553 4.590
H -0.108 -2.267 4.149
H 1.508 -3.086 5.828
H 3.265 -1.572 6.710
H 3.370 0.767 5.890
H 1.735 1.573 4.225
F -4.054 -7.333 0.428
C -4.978 -6.392 0.163
F -5.994 -6.592 1.034
F -5.483 -6.684 -1.059
C -4.437 -5.000 0.234
C -5.331 -3.934 0.161
C -4.855 -2.638 0.201
C -3.486 -2.385 0.317
C -2.607 -3.461 0.397
C -3.077 -4.768 0.350
P -2.696 -0.713 0.309
C -3.906 0.271 1.266
C -4.511 -0.262 2.402
C -5.340 0.511 3.198
C -5.556 1.843 2.872
C -4.918 2.403 1.771
C -4.095 1.625 0.977
C -6.488 2.691 3.674
F -5.940 3.866 4.042
F -7.609 3.011 2.980
F -6.909 2.090 4.806
C -3.130 -0.286 -1.432
C -4.379 0.151 -1.872
C -4.619 0.361 -3.218
C -3.609 0.124 -4.142
C -2.358 -0.303 -3.721
C -2.120 -0.501 -2.368
C -3.895 0.367 -5.589
F -4.006 1.683 -5.881
F -2.947 -0.125 -6.406
F -5.066 -0.192 -5.978
H -6.394 -4.127 0.073
H -5.552 -1.811 0.147
H -1.546 -3.265 0.504
H -2.385 -5.596 0.414
H -4.322 -1.293 2.678
H -5.808 0.084 4.074
H -5.048 3.454 1.543
H -3.564 2.084 0.154
H -5.170 0.339 -1.157
H -5.590 0.701 -3.555
H -1.571 -0.477 -4.442
H -1.144 -0.827 -2.025
*
```